# 1
This record from OMol25 describes a cluster of 2 separate species, C3H7N2OS in total at a distorted geometry. The level of theory is wB97M-V/def2-TZVPD.

Last column: natural (NBO) charge in e.
Atoms and positions in Å:
C (0.187883, 0.960516, -1.233816)  0.27
C (0.868032, 1.611239, -0.093782)  -0.67
C (1.140908, -0.831521, -0.255051)  0.31
N (0.216401, -0.346834, -1.164001)  -0.46
N (1.403896, -2.173224, -0.128262)  -0.72
O (-1.746414, -0.129974, 0.960393)  -0.95
S (1.811367, 0.357886, 0.756352)  0.51
H (-0.427280, 1.537699, -1.920246)  0.25
H (1.675162, 2.287530, -0.515617)  0.30
H (0.311785, 2.371340, 0.431622)  0.32
H (-2.105611, -0.443675, 1.814810)  0.49
H (2.275180, -2.570950, 0.211334)  0.45
H (0.847219, -2.782258, -0.762999)  0.44
H (-1.764733, -0.867059, 0.404215)  0.47

Force components x, y, z for each atom (eV/Å):
-0.3 -1.9 2.4
2.4 1.7 -1.8
0.0 -1.3 0.6
0.3 0.2 -1.4
-1.4 1.6 -1.8
0.0 1.5 2.1
-0.2 -0.1 0.5
0.1 -0.4 -0.1
-0.6 -0.5 0.0
-0.7 -0.4 0.8
0.2 0.3 -0.7
-0.3 0.5 0.3
0.8 0.7 0.6
-0.3 -1.8 -1.4

Values from the calculation:
- Kohn-Sham gap: 9.44 eV
- E_HOMO: -14.77 eV
- LUMO energy: -5.33 eV
- Charge: +1

***

# 2
This record from OMol25 describes the ion C3H7N2OS with charge +1 at a distorted geometry. The level of theory is wB97M-V/def2-TZVPD.

Last column: natural (NBO) charge in e.
Atoms and positions in Å:
N (-1.944920, -0.057906, 0.805147)  -0.81
C (-0.755857, -0.144769, 0.217549)  0.16
C (0.306534, -0.998778, 0.237755)  0.16
S (0.232460, -2.703115, 0.773510)  0.13
O (1.450918, -0.491290, -0.291454)  -0.47
C (1.292892, 0.932991, -0.485741)  0.08
N (-0.135841, 1.188257, -0.509081)  -0.56
H (-1.973475, -0.465370, 1.752351)  0.41
H (-2.791503, -0.282581, 0.300255)  0.41
H (1.346428, -2.861360, 0.112097)  0.16
H (1.803114, 1.052492, -1.537984)  0.23
H (1.887506, 1.400115, 0.212298)  0.22
H (-0.355663, 1.288699, -1.429376)  0.42
H (-0.362593, 2.142613, -0.157324)  0.45

Force components x, y, z for each atom (eV/Å):
-1.2 -0.6 1.6
2.4 0.0 -0.9
-1.7 0.7 -0.2
-0.4 1.6 -0.1
-0.4 -0.3 0.6
1.7 -2.5 -4.1
0.6 0.7 3.3
-0.1 0.7 -0.6
0.1 0.0 -0.3
1.0 -0.7 -0.4
-1.3 0.4 2.0
0.6 1.4 1.9
-1.5 -0.4 -3.5
0.0 -1.0 0.7

Values from the calculation:
- Kohn-Sham gap: 9.40 eV
- E_HOMO: -12.85 eV
- SMILES: NC1=C(S)OC[NH2+]1
- LUMO energy: -3.45 eV
- Charge: +1

***

# 3
This record from OMol25 describes the ion C3H7N2OS with charge +1 at a distorted geometry. The level of theory is wB97M-V/def2-TZVPD.

Last column: natural (NBO) charge in e.
Atoms and positions in Å:
C (2.017449, 0.398588, 0.950182)  -0.69
C (0.738691, 0.481711, 0.161176)  0.55
N (0.167816, 1.692434, 0.120506)  -0.72
N (0.047959, -0.468382, -0.445047)  -0.69
S (-1.398256, -0.037707, -1.320649)  0.07
C (-2.825481, -1.751508, -0.962779)  0.51
O (-3.864929, -1.594444, -1.438650)  -0.36
H (2.771808, 1.114889, 0.540311)  0.28
H (1.777068, 0.634385, 1.969620)  0.27
H (2.534254, -0.633561, 0.804476)  0.26
H (0.556906, 2.344153, 0.786171)  0.42
H (-0.802553, 1.634208, -0.132631)  0.42
H (0.447002, -1.399783, -0.776489)  0.45
H (-2.167735, -2.414983, -0.256197)  0.23

Force components x, y, z for each atom (eV/Å):
1.5 -2.1 -2.1
-0.4 1.3 0.1
1.4 -1.2 0.9
0.5 -2.3 -1.2
-1.0 -1.5 -0.2
1.8 1.2 0.9
1.1 -0.7 0.6
-0.8 -0.3 0.4
0.1 -0.1 0.6
-1.1 1.7 0.7
-0.5 0.4 -0.2
-0.7 1.0 -0.1
-0.2 2.0 1.1
-1.7 0.7 -1.4

Values from the calculation:
- Kohn-Sham gap: 9.58 eV
- E_HOMO: -13.51 eV
- SMILES: C/C(N)=[NH+]/SC=O
- LUMO energy: -3.93 eV
- Charge: +1